No. 1
DFT (ωB97M-V/def2-TZVPD) results for a cluster of 4 separate species, C31H31NO19P in total.

Properties
E_HOMO = -11.524 eV
HOMO-LUMO gap = 7.5313 eV
Total charge = +1
2S+1 = 1
Energy relative to the best compared isomer or geometry (same formula, charge and spin) = 0.0 kJ/mol
Lowest unoccupied orbital energy = -4.0 eV
E = -82327.094 eV

```
83
Properties=species:S:1:pos:R:3:forces:R:3
C -3.01487 -2.83376 0.62279 0.1 0.2 0.2
C -2.82565 -1.83545 1.76758 -0.2 -0.3 -0.2
C -3.20668 -0.41365 1.34396 0.3 -0.1 0.4
C -2.08402 0.36551 0.71637 0.1 -0.3 0.0
N -0.95296 -0.30328 0.45402 -0.1 0.0 -0.2
C 0.16892 0.23280 -0.07346 0.0 -0.2 0.1
C 1.34303 -0.67613 -0.27719 -0.1 -0.1 -0.2
O 1.95426 -1.10297 0.94326 0.1 0.0 0.0
C 1.63053 -0.43610 2.11246 -0.2 -0.1 0.3
C 2.51596 0.71543 2.47500 -0.1 0.1 -0.2
O 0.69456 -0.81196 2.76202 0.2 0.1 -0.2
C 0.18065 1.55492 -0.37766 -0.2 0.4 -0.1
C -0.98289 2.30628 -0.17304 0.0 -0.2 -0.1
C -0.88231 3.76481 -0.55119 -0.1 0.0 0.3
O -0.28952 4.52190 0.16720 0.0 0.1 -0.2
O -1.42585 4.00201 -1.72601 0.2 -0.1 0.0
C -1.36345 5.36837 -2.17590 -0.1 0.2 -0.1
C -2.11842 1.72218 0.38674 0.1 0.2 -0.1
P -3.56652 2.75414 0.75556 0.0 0.3 0.0
O -3.49314 4.08493 0.15689 0.1 -0.2 0.1
O -3.66956 2.69100 2.34245 0.1 -0.3 -0.2
O -4.80075 1.87065 0.30070 0.0 0.2 0.1
H -2.42670 -2.55184 -0.25602 -0.1 -0.1 -0.1
H -2.70814 -3.83129 0.92549 0.0 0.0 0.0
H -4.06583 -2.83353 0.33525 0.0 -0.1 -0.1
H -3.46353 -2.13936 2.59678 0.0 0.1 0.0
H -1.81191 -1.89104 2.17113 0.0 0.1 0.1
H -4.03637 -0.44190 0.63598 -0.1 0.1 0.0
H -3.55015 0.14734 2.21481 -0.1 0.1 -0.1
H -0.91667 -1.28718 0.70058 -0.1 0.0 0.1
H 2.06193 -0.16060 -0.91223 0.0 0.0 0.1
H 1.01741 -1.58311 -0.78974 0.0 0.0 -0.1
H 1.87830 1.59429 2.58417 0.0 0.0 0.1
H 3.25069 0.92976 1.70339 0.0 -0.1 0.1
H 2.99291 0.51294 3.43059 0.0 0.0 0.1
H 1.07185 2.00354 -0.78936 0.1 0.0 0.0
H -0.33633 5.72215 -2.16781 0.0 0.0 0.1
H -1.75244 5.36010 -3.18846 0.0 0.0 0.0
H -1.98898 5.99112 -1.54175 0.0 0.0 0.1
H -2.81386 2.81740 2.77250 -0.1 0.2 0.2
H -5.45252 2.44350 -0.13176 -0.1 -0.1 -0.1
C 1.49264 -4.92620 5.21897 0.1 0.0 0.1
C 1.07113 -4.51363 4.01697 0.1 0.0 0.0
C -0.34015 -4.75044 3.53271 -0.2 -0.1 0.1
O -0.62252 -4.31625 2.42399 0.1 0.1 -0.1
C -1.26077 -5.46043 4.38410 -0.1 0.0 -0.1
C -0.84212 -5.87905 5.59020 -0.1 0.0 0.0
C 0.56594 -5.62680 6.08646 0.2 0.1 -0.1
O 0.83025 -6.03477 7.19905 0.0 0.0 0.1
O -1.60079 -6.53456 6.44351 -0.1 0.0 0.0
O 1.83712 -3.86253 3.15212 0.1 0.0 0.0
H 2.49942 -4.75914 5.57427 0.0 0.0 0.0
H -2.26398 -5.63830 4.02334 0.0 0.0 0.0
H -1.04876 -6.71034 7.23225 0.1 0.0 0.0
H 1.27643 -3.68032 2.37500 -0.1 0.0 0.0
C -2.22514 0.12600 -6.01533 -0.1 0.0 -0.1
C -1.22181 0.64598 -5.29388 0.0 0.0 -0.1
C -1.14633 0.49278 -3.79438 -0.1 0.0 0.1
O -0.18445 0.99425 -3.23034 0.1 0.0 -0.1
C -2.20226 -0.21757 -3.11396 0.1 0.0 0.1
C -3.21211 -0.73722 -3.83056 0.0 0.0 0.1
C -3.27777 -0.60347 -5.33849 0.1 0.1 -0.1
O -4.23062 -1.12585 -5.87894 -0.1 0.0 0.0
O -4.22107 -1.39895 -3.30453 0.0 0.0 0.1
O -0.21784 1.32906 -5.81955 0.0 0.0 -0.1
H -2.28416 0.22906 -7.08950 0.0 0.0 0.0
H -2.15330 -0.31014 -2.03773 0.0 0.0 0.0
H -4.79755 -1.66553 -4.05128 0.0 0.0 -0.1
H 0.36886 1.58604 -5.08442 0.0 0.0 0.1
C 6.64755 1.46237 -1.79570 0.1 0.0 -0.1
C 5.46357 1.24079 -1.21301 0.1 0.0 0.0
C 4.35530 2.26567 -1.23413 -0.1 0.2 0.0
O 3.29727 1.94771 -0.69558 0.1 -0.2 0.0
C 4.58260 3.53464 -1.86522 -0.1 0.0 0.0
C 5.77325 3.76796 -2.44748 -0.1 0.0 0.0
C 6.87971 2.73259 -2.45836 0.0 -0.2 0.1
O 7.90516 3.04196 -3.02652 0.0 0.1 0.0
O 6.08276 4.89087 -3.05390 0.0 0.0 0.0
O 5.16629 0.11490 -0.57381 0.0 -0.1 0.0
H 7.44643 0.73456 -1.78993 0.0 0.0 0.0
H 3.78749 4.26668 -1.85446 0.0 0.0 0.0
H 6.99813 4.79222 -3.38710 0.0 0.0 0.0
H 4.26522 0.21150 -0.22091 0.0 0.0 0.0
```
Forces are in eV/Å.

Results of the Mulliken charge analysis, in e, for atoms 1 through 4:
1 C -1.202
2 C -0.956
3 C -0.694
4 C -0.322

=====

No. 2
DFT (ωB97M-V/def2-TZVPD) results for a structure of composition B2F8K.

Properties
E_HOMO = -8.638 eV
HOMO-LUMO gap = 10.6825 eV
Total charge = -1
2S+1 = 1
Energy relative to the best compared isomer or geometry (same formula, charge and spin) = 3.9 kJ/mol
Lowest unoccupied orbital energy = 2.0 eV
E = -39435.012 eV

```
11
Properties=species:S:1:pos:R:3:forces:R:3
K -1.02384 1.03291 0.02689 0.4 -0.6 0.3
B 0.28969 -0.47744 2.83676 -1.2 -1.6 0.4
F -1.00172 -0.90591 2.29389 0.3 0.6 -0.4
F 1.00507 0.16312 1.82747 -0.1 0.6 -0.2
F -0.02236 0.33734 3.92337 0.4 0.4 -0.1
F 0.94135 -1.65190 3.23581 0.2 0.4 0.1
B -0.00745 0.32792 -2.83719 0.4 -1.7 -1.9
F -1.13310 -0.25044 -3.39678 -1.0 -0.3 -1.0
F -0.37868 1.57779 -2.42355 0.1 2.3 0.4
F 0.25475 -0.42320 -1.71980 1.0 -0.7 1.6
F 1.07631 0.26982 -3.76683 -0.6 0.6 0.8
```
Forces are in eV/Å.

Results of the Mulliken charge analysis, in e, for atoms 1 through 4:
1 K 1.001
2 B 0.625
3 F -0.455
4 F -0.396